[1]
C4H6ClFN2O in the gas phase. Source: the OMol25 dataset; level of theory: the ωB97M-V functional and the def2-TZVPD basis.

Geometry as XYZ:
```
15
Properties=species:S:1:pos:R:3:nbo_charge:R:1
C 0.366 -0.143 -0.311 0.6474
C 0.183 -1.498 -2.074 0.5590
C 0.652 0.139 1.147 -0.6656
C -2.137 0.153 -2.189 -0.1769
N 0.636 -1.271 -0.824 -0.5863
N -0.773 0.258 -2.200 -0.2433
O -0.320 0.764 -0.931 -0.3476
F 1.039 -1.607 -3.095 -0.3142
Cl -2.872 -1.167 -1.007 -0.2276
H -0.497 -2.363 -2.144 0.1783
H 0.610 1.186 1.349 0.2354
H 1.537 -0.372 1.347 0.2410
H -0.140 -0.427 1.687 0.2514
H -2.487 -0.174 -3.154 0.2278
H -2.554 1.160 -1.873 0.2212
```

Values from the calculation:
Frontier orbital gap in eV: 10.35
Total energy in eV: -24509.9322
2S+1: 1
Net charge: 0
Relative energy (zero: lowest compared OMol25 entry of this formula, charge and spin) in eV: 0.000

---

[2]
C3H4N2O in the gas phase. Source: the OMol25 dataset; level of theory: the ωB97M-V functional and the def2-TZVPD basis.

Geometry as XYZ:
```
10
Properties=species:S:1:pos:R:3:nbo_charge:R:1
N -1.171 0.245 0.716 -0.8243
C -0.032 -0.143 0.011 0.0725
C 0.834 -1.211 0.428 0.0295
N 1.478 -0.146 0.593 -0.2886
C 0.150 0.570 -1.281 0.4176
O -0.341 1.659 -1.468 -0.5304
H -1.449 1.203 0.545 0.4027
H -1.243 -0.038 1.682 0.3833
H 0.924 -2.238 0.770 0.2102
H 0.849 0.099 -1.995 0.1275
```

Values from the calculation:
Frontier orbital gap in eV: 9.74
Total energy in eV: -8201.0136
2S+1: 1
Net charge: 0
Relative energy (zero: lowest compared OMol25 entry of this formula, charge and spin) in eV: 2.872
SMILES string: N[C@]1(C=O)C=N1

---

[3]
A molecular structure, BCsH4. Source: the OMol25 dataset; level of theory: the ωB97M-V functional and the def2-TZVPD basis.

Geometry as XYZ:
```
6
Properties=species:S:1:pos:R:3:lowdin_charge:R:1
Cs -1.987 0.403 -0.426 1.2734
B 0.411 -0.087 0.096 -0.6954
H -0.141 0.665 0.638 -0.2093
H -0.272 -0.664 -0.508 -0.2597
H 1.064 0.367 -0.633 -0.0542
H 0.925 -0.683 0.833 -0.0549
```

Values from the calculation:
Frontier orbital gap in eV: 8.52
Total energy in eV: -1285.1349
2S+1: 1
Net charge: 0
Relative energy (zero: lowest compared OMol25 entry of this formula, charge and spin) in eV: 2.574

---

[4]
A molecular structure, C13H17N5O11V. Source: the OMol25 dataset; level of theory: the ωB97M-V functional and the def2-TZVPD basis.

Geometry as XYZ:
```
47
Properties=species:S:1:pos:R:3:lowdin_spin:R:1
O 1.835 1.056 0.204 -0.2770
V 0.398 0.824 0.915 1.2405
C -2.201 1.211 -2.108 0.0002
C -0.773 0.535 -2.091 -0.0002
C 0.310 1.446 -2.691 -0.0004
O -0.299 -0.149 -0.980 -0.0011
H -2.461 1.487 -3.130 0.0000
H -2.047 2.151 -1.569 0.0000
H -2.922 0.648 -1.519 0.0000
H -0.807 -0.305 -2.804 -0.0018
H 1.140 0.815 -3.007 0.0000
H 0.715 2.220 -2.030 -0.0002
H -0.038 2.103 -3.501 0.0000
N 0.807 -2.291 1.748 0.0017
O 0.343 -3.020 2.635 -0.0006
O 0.916 -2.675 0.582 0.0004
O 1.129 -1.058 1.984 0.0035
N -1.251 3.798 0.678 0.0003
O -0.339 2.973 0.380 0.0064
O -0.911 4.803 1.334 0.0001
O -2.426 3.601 0.345 0.0008
N 0.862 2.686 3.590 0.0013
O 0.269 2.345 4.628 0.0027
O 1.253 3.831 3.402 0.0035
O 1.006 1.809 2.664 0.0178
N -1.510 0.456 2.035 0.0009
C -1.531 0.098 3.329 0.0005
C -2.664 -0.055 4.121 -0.0001
C -3.894 0.068 3.505 0.0004
C -3.952 0.418 2.176 0.0000
C -2.761 0.648 1.535 0.0007
H -0.546 -0.066 3.745 0.0000
H -2.434 -0.144 5.173 0.0000
H -4.797 -0.060 4.093 0.0000
H -4.940 0.568 1.766 0.0000
H -2.896 1.062 0.543 0.0001
N 1.884 -2.621 -2.376 0.0000
C 3.034 -2.040 -1.940 -0.0002
C 4.338 -2.405 -2.264 0.0000
C 4.488 -3.382 -3.235 0.0000
C 3.359 -4.011 -3.755 0.0000
C 2.115 -3.569 -3.300 0.0000
H 2.908 -1.234 -1.226 -0.0003
H 5.224 -1.940 -1.857 0.0000
H 5.426 -3.817 -3.562 0.0000
H 3.437 -4.784 -4.507 0.0000
H 1.203 -4.034 -3.660 0.0000
```

Values from the calculation:
Frontier orbital gap (alpha / beta) in eV: 6.89 / 6.95
Total energy in eV: -69408.8093
2S+1: 2
Net charge: -2
Relative energy (zero: lowest compared OMol25 entry of this formula, charge and spin) in eV: 0.868

---

[5]
A molecular structure, C16H24N4OS. Source: the OMol25 dataset; level of theory: the ωB97M-V functional and the def2-TZVPD basis.

Geometry as XYZ:
```
46
Properties=species:S:1:pos:R:3:nbo_charge:R:1
N 2.128 -0.740 -5.183 -0.5219
N 3.199 0.249 -3.121 -0.5534
O -1.262 1.844 -2.143 -0.7510
S 3.352 0.404 -4.812 0.7981
C 0.319 -2.678 -2.698 -0.2039
C 1.054 -2.279 -1.557 -0.0119
C 0.715 -2.302 -3.983 -0.1951
C 2.085 -1.303 -1.748 -0.1969
C 1.737 -1.323 -4.070 0.0439
C 2.402 -0.808 -2.996 0.1272
N 0.150 -1.541 0.596 -0.4709
N -0.785 0.645 2.045 -0.4747
C 0.631 -2.742 -0.187 -0.2414
C -1.328 1.820 4.100 -0.6136
C -2.030 2.920 2.094 -0.6127
C -0.065 1.241 -1.630 -0.0466
C 0.359 -1.571 1.999 -0.2102
C 0.291 -0.178 2.538 -0.2193
C -1.105 -0.872 0.179 -0.2234
C -0.019 1.347 -0.187 -0.4560
C -0.835 2.006 2.671 -0.0396
C -1.061 0.520 0.612 -0.0267
H -1.174 2.069 -3.078 0.4714
H -0.321 -3.548 -2.647 0.2173
H 0.102 -2.757 -4.805 0.2407
H 2.629 -0.859 -0.853 0.2338
H -0.301 -3.349 -0.312 0.1830
H 1.425 -3.350 0.332 0.2252
H -0.768 1.095 4.680 0.2055
H -1.348 2.741 4.712 0.2073
H -2.452 1.509 4.240 0.2082
H -1.596 3.435 1.176 0.2099
H -2.895 2.181 1.924 0.2187
H -2.311 3.688 2.733 0.2100
H 0.749 1.850 -2.096 0.1659
H 0.018 0.250 -2.001 0.1605
H 1.373 -1.976 2.119 0.2068
H -0.427 -2.280 2.416 0.1516
H 1.318 0.326 2.422 0.1558
H 0.325 -0.436 3.641 0.2048
H -1.938 -1.257 0.609 0.1808
H -1.281 -0.893 -0.988 0.2166
H -0.094 2.397 0.068 0.2099
H 0.938 1.041 0.106 0.2189
H 0.164 2.518 2.632 0.1818
H -2.065 0.948 0.447 0.2155
```

Values from the calculation:
Frontier orbital gap in eV: 6.93
Total energy in eV: -35820.9678
2S+1: 1
Net charge: 0
Relative energy (zero: lowest compared OMol25 entry of this formula, charge and spin) in eV: 3.984

---

[6]
A gas-phase ion, C7H16FNO2P (charge -1). Source: the OMol25 dataset; level of theory: the ωB97M-V functional and the def2-TZVPD basis.

Geometry as XYZ:
```
28
Properties=species:S:1:pos:R:3:nbo_charge:R:1
C 2.512 1.408 -1.548 -0.6083
C 1.250 1.148 -0.708 -0.4720
C 1.510 0.455 0.601 -0.0567
F 2.446 1.270 1.302 -0.4182
P -0.026 0.208 1.763 0.6764
N -1.122 -0.694 0.298 -0.8420
C -2.457 -0.244 0.371 0.7220
C -2.706 0.961 -0.527 -0.7121
O -3.348 -0.710 1.035 -0.5764
C -0.977 -2.072 0.156 0.6973
C 0.252 -2.491 -0.633 -0.7025
O -1.763 -2.930 0.503 -0.6174
H 3.394 0.969 -1.074 0.2062
H 2.420 0.977 -2.549 0.1921
H 2.723 2.472 -1.672 0.1973
H 0.751 2.094 -0.466 0.2097
H 0.522 0.553 -1.263 0.2290
H 2.034 -0.497 0.470 0.1426
H -0.546 1.477 1.228 -0.1809
H -1.205 0.044 2.564 -0.1114
H 0.440 -1.126 2.135 -0.1631
H 0.679 0.850 2.839 -0.1043
H -1.776 1.401 -0.879 0.2213
H -3.298 1.707 0.006 0.2157
H -3.290 0.616 -1.387 0.2152
H -0.095 -2.687 -1.653 0.2165
H 0.651 -3.422 -0.227 0.2149
H 1.027 -1.735 -0.687 0.2091
```

Values from the calculation:
Frontier orbital gap in eV: 7.86
Total energy in eV: -25108.8813
2S+1: 1
Net charge: -1
Relative energy (zero: lowest compared OMol25 entry of this formula, charge and spin) in eV: 0.000